Record 1
This record from the Open Molecules 2025 dataset describes a molecular structure, C27H32F3N4O2S3W at a distorted geometry. The level of theory is the ωB97M-V functional and the def2-TZVPD basis.

Computed properties:
E_tot   -2977.98775 Ha
HOMO level (spin up / spin down)   -16.70 / -16.68 eV
Total charge   +3
Largest force on an atom   2.70 eV/A
E_LUMO (spin up / spin down)   -0.352 / -0.349 hartree
Energy above the lowest of the compared OMol25 structures with the same formula, charge and spin   3.7 kcal/mol
Kohn-Sham gap (spin up / spin down)   7.11 / 7.17 eV

Last column: Mulliken charge in e.
Cartesian coordinates (Å):
W: -0.015 0.145 -0.061  -0.12
S: -0.989 1.764 -2.214  0.36
S: -1.186 -1.432 -1.920  0.39
S: -2.810 0.378 0.140  0.60
F: -2.605 3.583 1.363  -0.22
F: -1.199 5.060 2.082  -0.26
F: -1.304 3.107 3.021  -0.21
O: -0.572 1.952 0.615  0.35
O: 0.656 3.836 0.533  -0.57
N: 1.644 0.718 -1.406  1.19
N: -0.697 -1.052 1.706  1.35
N: 1.546 0.376 1.458  0.30
N: 1.421 -1.630 -0.405  -0.33
C: -1.375 3.785 1.859  0.77
C: 2.970 2.364 -2.528  -1.20
C: 2.710 -1.428 0.347  -1.67
C: -1.451 -0.319 2.563  0.25
C: 0.574 -3.188 1.382  -1.07
C: 3.553 -0.457 2.478  -1.05
C: 3.108 0.075 -3.189  -1.13
C: -3.457 -1.206 -0.394  -0.84
C: 2.197 -0.229 -2.197  0.21
C: 3.471 0.478 3.492  -0.71
C: 3.490 1.397 -3.372  -0.63
C: 2.390 1.347 3.488  -1.25
C: -0.504 -2.358 2.022  0.52
C: -2.512 2.512 -1.628  -0.72
C: -2.126 -0.841 3.644  -1.21
C: -1.187 -2.945 3.082  -0.98
C: -2.984 -1.613 -1.769  -1.19
C: -0.991 -0.631 -3.528  -1.03
C: -1.574 0.759 -3.596  -1.05
C: 1.824 -1.636 -1.844  -1.19
C: -3.523 1.545 -1.050  -1.20
C: -0.295 3.207 0.895  -0.12
C: 2.057 1.991 -1.556  -0.12
C: 0.892 -2.995 -0.078  -1.33
C: 1.455 1.256 2.482  0.22
C: -2.023 -2.201 3.892  -0.89
C: 2.584 -0.476 1.485  1.04
H: 2.253 2.086 4.265  0.59
H: 0.314 -4.239 1.516  0.74
H: -2.221 3.265 -0.904  0.09
H: 1.021 -2.054 -2.447  0.72
H: 3.535 -0.717 -3.789  0.61
H: -4.291 2.110 -0.518  0.64
H: -1.021 -3.993 3.286  0.57
H: -2.547 -2.662 4.717  0.49
H: 0.024 -3.177 -0.706  0.68
H: -3.456 -1.021 -2.553  0.52
H: 1.474 -3.049 1.991  0.30
H: 3.260 3.401 -2.605  0.60
H: -4.032 0.981 -1.830  0.65
H: 4.206 1.660 -4.140  0.52
H: 3.463 -1.043 -0.342  0.67
H: 0.582 1.878 2.512  0.26
H: 4.364 -1.171 2.443  0.58
H: -1.424 -1.281 -4.292  0.71
H: -2.711 -0.183 4.269  0.61
H: -1.274 1.228 -4.535  0.64
H: -2.663 0.739 -3.588  0.52
H: 4.217 0.519 4.272  0.50
H: 2.681 -2.305 -1.973  0.83
H: -3.230 -2.657 -1.965  0.66
H: 3.080 -2.396 0.691  0.72
H: 1.660 -3.715 -0.378  0.62
H: 1.629 2.720 -0.881  0.51
H: 0.082 -0.605 -3.717  0.24
H: -1.500 0.740 2.356  0.23
H: -3.133 -1.920 0.367  0.24
H: -2.959 3.056 -2.463  0.79
H: -4.549 -1.193 -0.357  0.64

Record 2
This record from the Open Molecules 2025 dataset describes a molecular structure, C23H24CoN6O2 at a distorted geometry. The level of theory is the ωB97M-V functional and the def2-TZVPD basis.

Computed properties:
E_tot   -2752.45484 Ha
HOMO level (spin up / spin down)   -11.03 / -11.60 eV
Total charge   +1
Multiplicity   5
Largest force on an atom   1.83 eV/A
E_LUMO (spin up / spin down)   -0.090 / -0.187 hartree
Kohn-Sham gap (spin up / spin down)   8.58 / 6.52 eV

Last column: natural (NBO) charge in e.
Cartesian coordinates (Å):
Co: -0.282 -1.635 0.081  1.48
O: -0.211 -3.559 -0.025  -0.89
O: -1.351 -4.807 1.397  -0.63
N: -3.074 -0.363 -0.063  -0.20
N: -0.230 0.406 -0.152  -0.50
N: -2.278 -1.492 -0.114  -0.41
N: 2.245 -0.560 -1.324  -0.17
N: 0.945 -1.573 1.827  -0.89
N: 1.302 -1.508 -1.287  -0.37
C: 1.003 0.983 0.144  0.16
C: -1.216 1.239 -0.538  0.10
C: 3.413 1.064 -0.044  -0.22
C: -3.057 -2.490 0.219  0.04
C: 4.873 2.823 0.943  -0.64
C: -0.358 -4.199 1.096  0.78
C: 1.098 2.035 1.040  -0.22
C: -4.303 3.980 -1.882  -0.65
C: 3.523 2.188 0.766  0.03
C: 3.196 -0.878 -2.219  -0.01
C: 0.713 -2.751 2.729  -0.22
C: -3.219 3.018 -1.495  0.09
C: 2.205 0.497 -0.379  0.10
C: -3.551 1.789 -0.937  -0.25
C: 0.842 -4.109 2.045  -0.52
C: 1.654 -2.459 -2.140  0.02
C: 2.324 2.611 1.362  -0.20
C: -2.594 0.885 -0.508  0.25
C: -0.903 2.512 -1.191  -0.17
C: -1.844 3.364 -1.629  -0.23
C: -4.346 -2.060 0.563  -0.31
C: 2.874 -2.071 -2.762  -0.31
C: -4.298 -0.717 0.392  0.01
H: 0.150 2.721 -1.452  0.24
H: 5.615 2.033 0.834  0.23
H: -0.266 -2.641 3.165  0.21
H: 4.977 3.283 1.916  0.23
H: 1.104 -3.360 -2.227  0.25
H: 1.772 -4.130 1.473  0.22
H: -4.603 1.556 -0.869  0.23
H: 3.485 -2.593 -3.505  0.25
H: -1.591 4.310 -2.088  0.24
H: -5.196 -2.619 0.944  0.26
H: -2.643 -3.482 0.212  0.28
H: -4.484 4.687 -1.051  0.25
H: -5.260 3.493 -2.109  0.23
H: 0.833 -4.866 2.821  0.24
H: 0.838 -0.768 2.428  0.39
H: 4.055 -0.250 -2.391  0.24
H: 1.919 -1.540 1.539  0.39
H: 5.016 3.634 0.220  0.24
H: -3.985 4.508 -2.796  0.24
H: 2.313 3.518 1.897  0.22
H: 4.349 0.708 -0.503  0.22
H: 0.165 2.391 1.487  0.23
H: 1.407 -2.799 3.586  0.20
H: -5.062 0.045 0.552  0.24

Record 3
This record from the Open Molecules 2025 dataset describes 2 unconnected molecules or ions with the total composition C7H17N at a distorted geometry. The level of theory is the ωB97M-V functional and the def2-TZVPD basis.

Computed properties:
E_tot   -331.38930 Ha
HOMO level   -7.40 eV
Largest force on an atom   3.12 eV/A
E_LUMO   -0.042 hartree
Energy above the lowest of the compared OMol25 structures with the same formula, charge and spin   176.7 kcal/mol
Kohn-Sham gap   6.26 eV

Last column: natural (NBO) charge in e.
Cartesian coordinates (Å):
N: -0.030 1.012 0.363  -0.36
C: 1.987 0.399 -0.936  -0.23
C: 0.935 1.329 -0.580  -0.29
C: -2.031 0.070 -0.572  -0.41
C: -0.676 -0.271 0.143  -0.09
C: -0.903 -0.878 1.559  -0.64
C: 2.981 0.068 0.214  -0.64
C: -2.543 -1.224 -1.204  -0.63
H: -1.765 0.953 -1.151  0.21
H: -0.159 -0.938 -0.541  0.18
H: 3.442 -0.925 0.158  0.22
H: -3.616 -1.374 -1.076  0.21
H: 2.475 0.493 -1.914  0.19
H: -1.925 -0.656 1.903  0.21
H: 1.966 0.174 3.869  0.01
H: -0.648 -1.903 1.865  0.22
H: -0.244 -0.250 2.154  0.23
H: -2.634 0.447 0.273  0.21
H: 0.665 0.818 -1.616  0.32
H: -2.055 -2.101 -0.740  0.21
H: 3.622 0.928 0.460  0.23
H: 1.151 2.410 -0.538  0.21
H: 2.282 0.056 1.062  0.22
H: -2.411 -1.333 -2.281  0.21
H: 1.988 -0.116 3.180  -0.01

largest force on an atom of number 3 (C7H17N)? 3.12 eV/A

largest force on an atom of number 2 (C23H24CoN6O2)? 1.83 eV/A

Repeat the second record exactly.
This record from the Open Molecules 2025 dataset describes a molecular structure, C23H24CoN6O2 at a distorted geometry. The level of theory is the ωB97M-V functional and the def2-TZVPD basis.

Computed properties:
E_tot   -2752.45484 Ha
HOMO level (spin up / spin down)   -11.03 / -11.60 eV
Total charge   +1
Multiplicity   5
Largest force on an atom   1.83 eV/A
E_LUMO (spin up / spin down)   -0.090 / -0.187 hartree
Kohn-Sham gap (spin up / spin down)   8.58 / 6.52 eV

Last column: natural (NBO) charge in e.
Cartesian coordinates (Å):
Co: -0.282 -1.635 0.081  1.48
O: -0.211 -3.559 -0.025  -0.89
O: -1.351 -4.807 1.397  -0.63
N: -3.074 -0.363 -0.063  -0.20
N: -0.230 0.406 -0.152  -0.50
N: -2.278 -1.492 -0.114  -0.41
N: 2.245 -0.560 -1.324  -0.17
N: 0.945 -1.573 1.827  -0.89
N: 1.302 -1.508 -1.287  -0.37
C: 1.003 0.983 0.144  0.16
C: -1.216 1.239 -0.538  0.10
C: 3.413 1.064 -0.044  -0.22
C: -3.057 -2.490 0.219  0.04
C: 4.873 2.823 0.943  -0.64
C: -0.358 -4.199 1.096  0.78
C: 1.098 2.035 1.040  -0.22
C: -4.303 3.980 -1.882  -0.65
C: 3.523 2.188 0.766  0.03
C: 3.196 -0.878 -2.219  -0.01
C: 0.713 -2.751 2.729  -0.22
C: -3.219 3.018 -1.495  0.09
C: 2.205 0.497 -0.379  0.10
C: -3.551 1.789 -0.937  -0.25
C: 0.842 -4.109 2.045  -0.52
C: 1.654 -2.459 -2.140  0.02
C: 2.324 2.611 1.362  -0.20
C: -2.594 0.885 -0.508  0.25
C: -0.903 2.512 -1.191  -0.17
C: -1.844 3.364 -1.629  -0.23
C: -4.346 -2.060 0.563  -0.31
C: 2.874 -2.071 -2.762  -0.31
C: -4.298 -0.717 0.392  0.01
H: 0.150 2.721 -1.452  0.24
H: 5.615 2.033 0.834  0.23
H: -0.266 -2.641 3.165  0.21
H: 4.977 3.283 1.916  0.23
H: 1.104 -3.360 -2.227  0.25
H: 1.772 -4.130 1.473  0.22
H: -4.603 1.556 -0.869  0.23
H: 3.485 -2.593 -3.505  0.25
H: -1.591 4.310 -2.088  0.24
H: -5.196 -2.619 0.944  0.26
H: -2.643 -3.482 0.212  0.28
H: -4.484 4.687 -1.051  0.25
H: -5.260 3.493 -2.109  0.23
H: 0.833 -4.866 2.821  0.24
H: 0.838 -0.768 2.428  0.39
H: 4.055 -0.250 -2.391  0.24
H: 1.919 -1.540 1.539  0.39
H: 5.016 3.634 0.220  0.24
H: -3.985 4.508 -2.796  0.24
H: 2.313 3.518 1.897  0.22
H: 4.349 0.708 -0.503  0.22
H: 0.165 2.391 1.487  0.23
H: 1.407 -2.799 3.586  0.20
H: -5.062 0.045 0.552  0.24

What is the formula in the third record? C7H17N